1.
88
Properties=species:S:1:pos:R:3:forces:R:3:lowdin_charge:R:1 method="wB97M-V/def2-TZVPD" homo_lumo_gap_ev=7.38 homo_energy_ev=-4.94 charge=-1 de_lowest_kcal_mol=9.5 e_lumo_ev=2.44 e_tot_ha=-4067.30707
C -1.5837 -2.6809 0.2839 -0.088 -0.205 -0.274 -0.23
C -3.3459 2.2612 -1.1928 -0.352 -0.284 0.004 -0.23
Si 3.0631 -1.3918 -0.1454 -0.100 0.144 -0.034 0.29
H 3.8815 0.6833 4.2736 -0.020 0.061 -0.071 0.03
N -0.2913 -0.2024 -2.2946 -0.082 0.228 0.031 0.06
C 2.6500 -2.2617 -1.7622 -0.163 -0.088 -0.292 -0.21
C 1.2571 3.9596 0.0934 0.007 -0.103 0.280 -0.20
H -1.4625 -2.2146 -4.5589 0.088 0.124 0.118 0.14
C 0.5848 -0.6623 -5.8853 -0.131 -0.102 0.093 -0.50
H -1.2904 -2.0756 3.4233 0.111 -0.204 -0.060 0.02
H 1.7545 -4.4280 1.6027 -0.225 0.005 -0.139 0.02
C -0.9034 -1.4542 -4.0312 -0.233 -0.294 0.043 0.01
H 3.7250 -3.4407 1.1564 0.168 0.192 -0.101 0.01
O 1.6385 0.0763 -6.1781 0.038 -0.095 -0.098 0.12
H -1.7149 -1.6171 -2.0875 -0.169 -0.081 0.139 0.12
N -2.1881 1.1334 1.2350 0.097 -0.192 -0.369 0.06
H -0.3448 0.1622 3.7873 0.175 0.006 0.129 0.00
C 3.3953 0.7769 3.2950 0.269 0.197 -0.092 -0.22
H 4.7145 -2.0366 1.6094 -0.033 -0.078 -0.123 0.01
Si 1.1495 -0.6944 1.0212 0.229 -0.243 -0.162 0.33
O 2.2583 1.4723 -4.0309 0.051 -0.076 -0.208 0.06
C 1.6528 3.0051 1.0622 -0.088 0.278 0.105 -0.26
H 4.1580 0.6133 2.5203 -0.120 0.032 0.192 0.01
C 0.5794 2.8422 1.9736 0.167 0.159 -0.037 -0.24
H -5.2914 0.6350 -2.0789 0.002 -0.002 0.045 0.11
H 3.0297 1.8049 3.1873 0.065 -0.174 0.041 0.01
Lu 0.0211 1.5879 -0.3278 -0.619 0.763 0.148 1.44
C -0.6407 -2.9067 3.1100 -0.092 0.117 0.438 -0.23
C 4.1224 0.0911 -0.6070 0.109 0.284 -0.039 -0.22
H -4.6797 5.0290 -2.6729 -0.014 -0.009 0.011 0.09
C 0.4258 0.1549 -3.3465 0.260 0.044 0.029 -0.16
H 4.6103 0.5178 0.2807 -0.074 -0.061 -0.174 0.01
H -5.3535 3.0064 -1.4139 -0.042 0.003 -0.006 0.10
H 1.8805 4.3437 -0.6960 -0.026 -0.111 -0.178 0.10
H 2.1936 -1.5678 -2.4803 0.102 -0.145 0.128 0.01
C -4.7993 -1.4082 0.5705 -0.047 0.072 0.000 -0.11
Si 2.0075 -0.4823 3.1550 -0.149 0.123 0.116 0.28
H -1.4409 -3.3189 -0.6036 -0.036 0.161 0.148 0.03
C -1.9768 2.4602 -1.4069 0.360 -0.104 0.089 -0.19
H 0.6013 2.2551 2.8778 -0.058 -0.102 -0.081 0.06
C 0.0908 -0.6249 -4.4786 0.181 0.261 -0.212 -0.05
H -3.3153 -1.0804 2.0885 -0.050 0.050 -0.090 0.11
C -0.0482 4.3801 0.4029 0.174 -0.214 0.167 -0.18
H 4.9083 -0.2140 -1.3108 -0.056 0.056 0.094 0.03
C -3.7687 -0.7049 1.1734 -0.145 0.153 0.117 -0.08
C -4.8731 0.2617 -1.1502 0.010 -0.017 -0.007 -0.04
H -0.6087 5.1374 -0.1141 -0.141 -0.037 -0.164 0.09
C -3.2827 0.4744 0.6154 0.062 -0.051 0.227 -0.27
C -2.5891 4.4975 -2.6541 -0.186 -0.083 -0.025 -0.11
C -4.3067 3.1808 -1.6368 0.037 0.038 -0.070 -0.07
H 3.5677 -2.4241 3.4097 -0.107 0.064 0.138 0.01
H -2.4574 -3.0578 0.8329 0.218 -0.028 -0.180 0.02
H -0.6208 3.7557 -2.4545 0.097 0.061 0.051 0.08
H 1.9536 -3.0982 -1.6249 0.148 0.154 -0.075 0.01
O 0.0339 -1.3606 -6.7055 0.057 0.047 0.008 0.08
C 1.4498 1.2268 -3.1371 0.009 0.127 0.328 -0.56
C -0.4658 3.6950 1.5618 0.182 -0.074 -0.061 -0.20
Si -0.0151 -2.6795 1.3516 -0.104 0.028 -0.178 0.29
C -3.8362 0.9894 -0.5600 -0.086 0.168 -0.153 -0.14
H 2.6326 2.5690 1.1525 0.074 -0.169 -0.098 0.08
C 4.2345 -2.5483 0.7669 0.083 -0.274 0.209 -0.23
H 1.2629 -4.2679 -0.0927 -0.093 -0.067 0.257 0.01
H 1.9580 -2.8529 4.0035 0.422 0.262 0.029 0.00
C 0.8897 -4.2755 0.9399 0.266 -0.259 -0.019 -0.22
H -2.2936 2.1396 1.2479 -0.032 0.097 -0.041 0.06
H 1.9626 0.5684 -5.3754 0.035 0.286 0.137 0.06
C 2.6984 -2.0408 3.9545 0.098 -0.420 0.062 -0.22
H 0.4823 -0.6176 5.1478 -0.003 0.148 -0.130 0.03
H -6.1577 -1.4641 -1.0967 0.047 0.041 0.015 0.09
H -2.2692 5.3539 -3.2394 -0.024 -0.037 0.014 0.09
H 3.5707 -2.6536 -2.2157 -0.137 0.040 0.032 0.03
H 3.0123 -1.8018 4.9800 -0.028 -0.070 -0.106 0.03
O 1.4086 1.7978 -1.9939 0.016 -0.135 -0.337 -0.19
H -1.3927 3.8638 2.0918 -0.075 -0.051 -0.034 0.09
H 0.1886 -2.9574 3.8272 -0.454 -0.026 -0.156 -0.01
C -5.3567 -0.9240 -0.6046 0.081 0.091 -0.012 -0.10
H 0.8346 1.0770 4.7470 -0.055 -0.184 -0.031 0.02
N -1.0908 -1.1710 -2.7350 -0.190 -0.144 0.158 0.04
H -1.8266 -1.6583 -0.0261 0.043 -0.237 -0.029 -0.02
C 0.6147 0.0900 4.3172 -0.198 0.060 0.260 -0.24
C -3.9338 4.3133 -2.3488 0.057 -0.151 0.082 -0.11
H -1.2155 -3.8382 3.1809 0.018 0.083 0.007 0.03
H -5.1567 -2.3323 1.0139 0.034 0.079 -0.037 0.10
H 0.2131 -5.1338 1.0555 0.110 0.097 -0.016 0.03
C -1.6600 3.5776 -2.1915 0.079 0.119 -0.192 -0.17
H 5.0226 -2.8740 0.0751 -0.065 0.017 0.099 0.03
H 3.5340 0.8875 -1.0814 0.126 -0.153 0.073 0.01
H -2.0306 0.7920 2.1718 0.128 0.014 0.100 0.08

---

2.
130
Properties=species:S:1:pos:R:3:forces:R:3:lowdin_charge:R:1 method="wB97M-V/def2-TZVPD" homo_lumo_gap_ev=7.21 homo_energy_ev=-9.89 charge=+1 e_lumo_ev=-2.68 e_tot_ha=-21871.12865
C -2.6339 -3.9418 0.9392 -0.059 -0.407 0.154 -0.22
H 3.3327 6.4697 4.6283 0.067 -0.057 0.011 0.01
H 0.0961 -3.3419 -6.5794 -0.006 0.020 -0.003 0.01
H 0.2162 -6.8583 0.7219 0.189 0.296 -0.667 -0.06
H 3.4208 -0.0962 1.6385 -0.074 0.403 -0.097 0.06
N -0.7755 -2.8807 -0.2241 1.087 0.180 -0.508 -0.03
C 1.0637 -6.1215 -2.8064 1.921 0.696 0.636 -0.27
S 0.2597 -0.6702 -2.7352 0.217 -0.452 -0.269 0.85
O -2.8302 -5.2392 1.4924 0.264 0.300 -0.048 -0.07
Cl 5.9878 0.7942 1.4454 0.009 -0.023 0.000 0.55
H 2.0947 11.5462 7.8799 0.014 0.014 0.008 0.01
H -3.7153 0.9783 -2.5495 0.258 -0.137 0.248 0.16
Cl -6.4267 5.6712 -1.5260 -0.102 -0.088 -0.074 0.54
C 0.6180 -2.8089 -0.4600 -2.446 0.370 1.397 -0.33
O -3.4636 2.9051 -2.0268 0.682 -1.716 -0.086 0.08
H 0.9234 2.9078 -8.2579 0.005 0.009 0.022 0.01
C -3.1794 1.7317 -1.9445 -0.268 1.849 0.072 -0.27
C -1.9726 -0.6346 0.4998 0.828 -0.163 0.254 -0.10
C 6.3735 0.1055 3.0258 0.142 0.144 0.063 -1.53
O -2.2091 1.2608 -1.0905 -0.726 -0.043 -0.492 -0.05
Cl -1.2932 -1.4636 -6.7255 0.056 -0.094 0.075 0.52
H -2.2036 8.8964 1.6133 -0.005 -0.004 0.000 0.00
C -2.0429 8.8516 2.6823 -0.054 0.147 0.138 -1.54
H -2.9263 -3.9964 -0.1091 0.154 -0.109 0.006 0.11
H -2.6892 -5.1408 2.4392 -0.110 -0.298 0.142 0.06
H 0.0846 0.3071 -0.5602 -0.366 -0.093 0.240 0.11
N 1.2432 -3.8264 -0.9471 1.649 -0.932 -0.643 -0.18
H -3.2901 -1.8706 -1.2352 -0.007 0.134 -0.128 0.12
Cl 1.4181 13.7999 0.9589 -0.037 0.015 0.035 0.53
C -3.3238 -3.5809 -2.9316 0.297 0.064 0.312 -0.06
C 2.5547 11.6204 6.9038 0.030 0.008 -0.167 -1.52
Cl 2.7674 13.3329 6.5220 -0.012 0.001 0.038 0.53
C -0.9756 -3.1906 -6.5655 -0.078 -0.077 -0.043 -1.47
Cl -1.6031 -3.7787 -5.0144 0.522 -0.525 -1.827 0.67
Cl 1.4930 10.8456 5.7298 -0.254 0.073 0.533 0.45
H 6.9324 -6.2683 5.3749 -0.022 0.037 -0.015 0.01
H -3.3198 -3.2571 1.4372 0.110 0.205 -0.094 0.04
Cl 0.2823 2.1331 -6.1403 -0.007 0.025 0.001 0.51
C 0.0390 -0.7221 -0.8985 0.095 -0.255 -0.329 -0.47
C -5.5633 -0.9190 2.5717 -0.203 -0.050 -0.301 -1.49
C 7.6955 -6.1219 4.6218 0.151 -0.175 0.012 -1.54
Cl 9.2683 -6.1984 5.4050 -0.073 0.025 -0.015 0.56
C 0.3229 -6.2445 4.2990 -0.115 -0.328 0.201 -1.51
H 1.8747 0.7115 1.3142 -0.095 -0.048 0.147 0.13
Cl -2.8500 10.2374 3.4198 -0.043 0.000 -0.046 0.53
C 4.3863 -4.9824 2.2832 -0.107 -0.234 -0.163 -1.47
H 5.6933 0.5250 3.7568 -0.103 -0.073 -0.050 0.00
Cl 4.7172 -5.8248 0.7729 0.003 0.075 0.009 0.57
H -2.4280 -0.8467 -2.3707 0.154 -0.063 -0.064 0.09
Cl -5.1727 4.3917 0.7495 0.135 0.052 0.046 0.51
C 2.5719 7.1884 4.3663 -0.192 0.155 0.023 -1.52
C -1.1582 -3.4760 1.0448 -1.406 -0.221 0.231 -0.15
H 0.7427 -1.1882 2.4649 0.010 -0.091 0.447 0.10
H -3.8828 -4.1654 -2.1960 -0.848 1.714 0.620 0.06
H 1.7179 -5.9268 0.7352 -0.126 -0.031 -0.016 -0.02
Cl -1.6774 -4.0800 -7.9166 0.139 0.173 0.297 0.53
Cl -5.2269 2.2369 -5.7932 0.032 -0.061 0.046 0.52
Cl -7.3925 3.9842 -4.9497 0.084 -0.046 0.020 0.53
H -2.5768 -1.1570 1.2511 0.122 -0.101 -0.616 0.03
Cl -0.0365 -4.5186 4.1221 -0.013 0.084 -0.032 0.55
H 1.5050 -0.1800 -2.9349 -0.214 0.101 0.566 -0.12
Cl 3.3709 8.6289 3.7288 0.033 -0.086 0.010 0.51
H 1.0585 -5.4185 -3.6399 -0.449 -0.122 -0.050 0.03
Cl 7.5307 -7.4072 3.4203 -0.035 0.116 0.011 0.53
Cl 8.0185 0.5147 3.4933 -0.052 -0.038 -0.006 0.56
Cl -2.5675 -1.6210 -11.0472 -0.009 -0.019 -0.029 0.52
H 1.6030 -7.3274 -0.3032 -0.099 0.039 -0.085 0.05
C 1.8237 -1.0800 2.6183 -0.338 0.157 -0.406 -0.14
O 3.1402 0.2697 4.0884 -1.166 -0.739 0.236 0.10
Cl 6.1511 -1.6533 3.0150 -0.136 0.056 -0.034 0.51
Cl -3.9629 -1.3771 3.1734 -0.174 0.204 0.532 0.59
C -2.1249 -2.9427 -2.5825 -1.959 0.490 0.890 -0.29
H -6.2796 -1.0552 3.3712 0.054 -0.018 0.046 0.02
N 0.9768 -1.5344 -0.1353 2.071 -0.557 -1.586 -0.01
H -0.5635 -4.3558 1.2907 0.163 0.042 -0.339 0.08
H 2.9398 -4.4238 -1.8597 -0.365 -0.347 0.159 0.08
N 2.6263 -3.6914 -1.2333 0.307 0.699 -0.179 0.09
Cl 3.0649 -3.8008 2.0976 0.683 -1.209 -0.100 0.65
Cl -3.9798 6.7780 -0.4815 0.050 -0.163 0.120 0.53
Cl -2.7485 7.3421 3.2755 0.115 0.016 -0.038 0.51
H -5.5630 3.2286 -3.6991 0.026 0.029 0.021 -0.02
Cl 1.6418 7.5604 5.8220 0.121 -0.256 -0.063 0.51
C -3.7313 -2.9484 -11.0833 0.039 0.072 0.187 -1.54
Cl -5.0468 -2.6545 -9.9450 0.012 -0.011 -0.041 0.53
O 1.3772 -0.7821 5.0047 0.462 -0.002 -0.369 0.13
H -1.1693 -3.2856 -2.9085 0.406 1.148 -0.824 -0.02
C 1.0298 -6.4850 0.0917 0.521 0.344 -0.329 -0.28
C 0.8027 1.9271 -7.8176 -0.032 -0.151 0.010 -1.54
C 2.3382 -1.0858 0.1166 0.586 1.409 0.918 -0.16
Cl -0.4156 1.0495 -8.7412 0.033 0.160 -0.079 0.51
Cl 2.4348 12.0129 3.0116 0.090 0.198 -0.384 0.48
C -4.8919 5.2902 -0.7494 -0.106 0.154 -0.179 -1.55
H 1.3977 -6.3678 4.2927 -0.005 0.084 -0.061 -0.05
H -3.8148 0.0702 -0.4361 0.152 0.005 -0.161 0.11
H 2.7174 -2.8347 -1.7780 0.122 0.028 0.037 0.10
C -5.6944 3.5607 -4.7205 -0.075 0.156 -0.048 -1.57
P 0.3897 -5.3760 -1.2621 -2.111 -0.962 0.485 1.02
Cl -0.3500 -7.1669 2.9479 -0.099 0.048 0.581 0.62
Cl 4.1174 10.7998 6.9649 -0.030 0.000 0.028 0.52
Cl -6.0122 -1.9845 1.2368 -0.028 -0.042 -0.016 0.56
H -1.1858 -0.1303 1.0782 -0.099 -0.146 0.099 0.12
C -2.8578 0.4685 -0.0798 -0.020 -0.252 0.810 -0.20
Cl 3.4362 14.7313 2.8280 -0.044 0.002 0.027 0.52
C 2.3632 -0.2563 1.4262 0.640 -1.113 0.214 -0.14
C -2.3146 -1.7141 -1.7243 0.810 -2.228 1.635 -0.16
H 0.7950 -1.4887 4.7024 -0.246 0.013 0.193 0.09
C 2.0336 13.6826 2.6101 0.131 -0.050 -0.093 -1.55
Cl -0.3081 8.9223 2.9789 -0.354 0.330 -0.103 0.50
H -4.3272 4.6517 -1.4160 0.015 0.138 0.124 -0.04
Cl -4.6575 4.9652 -4.9779 -0.011 -0.061 0.060 0.53
Cl -5.6327 0.7608 2.0478 0.086 -0.028 0.165 0.57
C -1.2684 -1.5408 -0.5780 -1.474 2.181 -0.204 -0.35
H 2.7590 -0.4446 -0.6682 -0.347 -0.175 -0.247 0.13
H -1.0719 -2.7865 1.8985 0.286 0.121 -0.212 0.10
Cl -2.9335 -4.4831 -10.7298 -0.133 -0.118 -0.343 0.49
H 1.2554 14.0136 3.2855 0.004 -0.009 0.008 0.01
Cl 4.0077 -6.1399 3.5585 0.008 0.089 0.027 0.58
Cl -0.2955 -6.8451 5.8313 0.045 0.048 -0.066 0.57
C 2.1751 -0.4565 3.9647 1.037 0.760 -0.429 -0.48
H -3.0992 1.1435 0.7461 -0.066 -0.026 -0.098 0.11
Cl 2.3579 1.0941 -7.8867 -0.010 0.034 -0.001 0.52
Cl 1.5256 6.4756 3.1355 0.402 -0.529 0.024 0.49
H 2.2615 -2.1093 2.6359 -0.625 1.576 0.125 -0.03
H -3.8037 -3.4891 -3.8926 0.819 -1.581 -0.684 0.03
H 5.2768 -4.4402 2.5693 -0.019 0.028 0.039 -0.08
H 3.0606 -1.8800 0.2731 -0.437 -0.438 -0.220 0.08
H -4.1500 -3.0060 -12.0790 0.010 -0.008 -0.003 0.01
Cl 7.4478 -4.5255 3.8930 0.094 -0.047 0.060 0.53
H 0.5411 -7.0498 -3.0311 -0.415 0.249 0.097 0.06
H 2.1163 -6.4106 -2.6595 -0.121 -0.063 -0.124 0.04